--- i ---
{"formula": "C9H16N2O5", "method": "the ωB97M-V functional and the def2-TZVPD basis", "elements": ["C", "C", "C", "C", "N", "C", "O", "C", "N", "C", "C", "O", "O", "C", "O", "O", "H", "H", "H", "H", "H", "H", "H", "H", "H", "H", "H", "H", "H", "H", "H", "H"], "xyz": [[2.48, 1.08, 1.20], [2.18, 1.00, -0.44], [1.41, 2.28, -0.75], [1.58, -0.19, -0.88], [0.37, -0.47, -0.02], [-0.69, -1.02, -0.64], [-0.86, -1.20, -1.80], [-1.87, -1.00, 0.37], [-1.26, -1.27, 1.76], [-2.73, 0.28, 0.35], [-3.93, 0.12, -0.59], [-4.17, 0.37, -1.72], [-4.87, -0.54, 0.18], [2.58, -1.32, -0.63], [2.21, -2.51, -0.64], [3.83, -1.02, -0.47], [2.97, 2.10, 1.51], [1.49, 1.00, 1.64], [3.11, 0.24, 1.60], [3.20, 0.98, -0.86], [1.09, 2.42, -1.80], [2.12, 3.20, -0.46], [0.43, 2.11, -0.31], [1.26, -0.17, -1.98], [0.67, -1.06, 0.83], [-2.66, -1.84, 0.32], [-1.75, -0.69, 2.43], [-1.75, -2.20, 1.60], [-2.22, 1.21, 0.09], [-3.17, 0.65, 1.40], [-5.47, -0.80, -0.54], [4.40, -1.73, -0.75]], "homo_ha": -0.35748, "total_charge": 0, "homo_lumo_gap_ev": 10.27, "e_lumo_ev": 0.543, "smiles": "CC(C)[C@H](NC(=O)[C@@H](N)CC(=O)O)C(=O)O"}


--- ii ---
{"formula": "C9H16N2O5", "method": "the ωB97M-V functional and the def2-TZVPD basis", "elements": ["C", "C", "C", "C", "N", "C", "O", "C", "N", "C", "C", "O", "O", "C", "O", "O", "H", "H", "H", "H", "H", "H", "H", "H", "H", "H", "H", "H", "H", "H", "H", "H"], "xyz": [[-1.10, -2.48, 2.60], [-1.12, -1.04, 1.97], [0.29, -0.48, 2.12], [-1.46, -0.99, 0.42], [-0.88, 0.12, -0.27], [0.25, 0.11, -1.03], [0.84, -0.88, -1.45], [0.80, 1.50, -1.34], [0.25, 2.54, -0.44], [2.34, 1.63, -1.50], [2.90, 1.24, -2.87], [3.58, 1.98, -3.51], [2.63, -0.01, -3.30], [-2.98, -1.05, 0.21], [-3.74, -1.43, 1.09], [-3.40, -0.78, -1.01], [-0.72, -2.38, 3.64], [-0.44, -3.13, 2.08], [-2.18, -2.88, 2.67], [-1.87, -0.47, 2.50], [1.04, -0.91, 1.43], [0.35, 0.61, 1.89], [0.77, -0.55, 3.15], [-1.10, -1.92, -0.04], [-1.18, 1.06, 0.02], [0.29, 1.76, -2.31], [0.78, 2.62, 0.43], [0.32, 3.48, -0.87], [2.55, 2.70, -1.31], [2.85, 1.06, -0.72], [2.03, -0.55, -2.70], [-2.69, -0.49, -1.55]], "homo_ha": -0.37416, "total_charge": 0, "homo_lumo_gap_ev": 10.35, "e_lumo_ev": 0.172, "smiles": "CC(C)[C@H](NC(=O)[C@@H](N)CC(=O)O)C(=O)O"}


Verdict on stability: ii comes out on top.